(1)
Here is 2 unconnected molecules or ions with the total composition C19H30O9 in a non-equilibrium geometry from OMol25. Energies are from ωB97M-V with the def2-TZVPD basis set.

Atoms and positions in Å:
C  1.730482  1.273362  -1.785210
H  -2.985192  1.886939  -0.012887
C  -2.022645  -3.972576  4.344011
C  1.328311  1.950205  -0.349852
C  3.106729  3.610447  -0.636724
H  2.863339  0.932739  -1.697152
C  -0.314921  1.921273  -0.038105
C  5.360024  -0.378915  -0.362553
H  2.701640  -0.843150  -3.003844
H  3.359893  4.729295  -0.304161
H  -6.376493  -0.010522  0.610485
H  -4.146610  -0.856973  0.714644
H  6.605162  0.563234  -2.023059
H  -4.959733  -2.398880  5.075788
C  5.283496  2.245145  -1.236285
H  1.801677  1.259685  0.498218
O  1.744842  3.344262  -0.164882
H  4.333998  -0.583836  -0.896230
H  -6.247873  0.041219  -1.357623
H  -3.270177  1.877644  -1.875682
C  6.187013  0.906224  -0.959166
H  1.216063  -0.406951  -4.087274
H  -6.895656  -1.531598  -0.529371
H  7.165328  1.177117  -0.331493
C  -2.501402  -0.137093  -1.133152
O  0.952489  0.003348  -1.932158
C  -2.503323  1.525660  -1.040060
O  -1.136457  2.105080  -1.246755
H  6.056403  -1.335986  -0.415328
O  -2.942356  -3.382584  6.486692
H  -0.514593  2.841592  0.662945
O  -5.334562  -2.251810  2.625816
C  -4.337648  -2.838172  3.059209
C  -4.142926  -2.860435  4.532940
H  1.149816  -1.935224  -2.919631
H  4.941162  3.354787  0.724602
H  -0.511140  0.918548  0.538693
C  4.281759  2.669169  0.003174
H  -2.129822  -0.536050  -0.075163
H  -1.471213  -4.541634  2.340223
H  -4.565269  -2.304810  -0.426670
O  1.445209  2.094727  -2.971597
C  1.516431  -0.823687  -3.010303
O  -3.868341  -0.556529  -1.479795
H  3.219032  3.626716  -1.823462
H  -1.691780  -0.535175  -1.914246
H  4.752336  2.128470  -2.272749
H  5.185767  -0.153594  0.795565
H  0.500248  1.962117  -3.278003
O  -3.507170  -3.593480  0.932079
C  -3.304473  -3.541285  2.184021
H  3.914850  1.776285  0.662364
C  -4.585140  -1.137512  -0.333553
O  -0.953658  -4.425201  4.765302
C  -2.263612  -4.032971  2.877898
C  -3.107879  -3.364020  5.228145
C  -6.163989  -0.601273  -0.381245
H  6.052556  3.146639  -1.357387

Atoms 1-2, force components in eV/Å:
C -1.02 -1.08 -0.12
H 1.23 -0.81 -1.98

## Properties
E_LUMO = 3.54 eV
net charge = -2
strongest force on any atom = 0.0608 Eh/bohr
E = -38608.315 eV
gap between HOMO and LUMO = 3.49 eV



(2)
Here is a molecular structure, C19H31Br3MgN3O7 in a non-equilibrium geometry from OMol25. Energies are from ωB97M-V with the def2-TZVPD basis set.

Atoms and positions in Å:
Br  5.262268  0.451611  3.241885
C  -3.337863  -1.665103  -1.767289
O  -3.054926  5.487902  -2.043270
O  0.400291  -0.581632  1.020670
H  1.988037  -1.534186  3.110073
C  -1.556232  -5.117244  -0.312719
N  -0.464750  1.133415  2.237012
H  4.395036  -1.732592  4.059485
H  -2.660792  3.033489  -1.557186
C  2.636354  -0.692319  3.338843
N  0.525004  -6.194800  0.187865
H  -1.091575  -6.270034  1.445375
C  -1.641297  5.342490  -2.309428
C  -2.392078  1.039886  -3.215550
H  0.707200  1.744531  -0.403478
H  -3.653161  4.528948  -3.792259
C  8.537963  -0.351430  5.103277
H  4.267156  -1.603390  2.294982
H  -0.949342  2.181819  -0.061679
Br  -3.489653  -0.182117  1.889917
C  -2.087680  0.287934  -1.874225
H  -3.679404  1.287747  -0.615409
H  7.701729  -0.803901  4.585811
C  -0.116784  0.511779  1.057027
H  2.024385  -6.012330  -1.197715
C  -3.571278  3.066572  -2.157516
O  -4.120697  -0.602166  -1.278278
C  4.080994  -1.096453  3.238779
H  -0.840740  0.491470  2.924782
H  -0.091791  0.900928  -2.279589
H  2.391559  0.135661  2.683358
H  -1.524749  1.629485  -3.506241
H  8.653914  -0.756461  6.103928
C  -3.815110  4.484104  -2.715594
C  -3.620381  1.955720  -3.230698
H  -1.255345  6.281954  -2.690842
H  -2.530189  0.281505  -3.983634
H  -4.867348  4.777961  -2.569815
H  -1.090839  1.914368  2.104208
H  -1.655935  -4.048346  -2.170299
Mg  -4.635547  4.753713  -0.348025
H  -4.550917  1.394007  -3.155867
C  0.260002  -4.963865  -1.849969
Br  2.159769  -0.133374  5.142489
C  -0.731182  -5.883058  0.498375
O  9.682683  -1.331158  3.341340
O  -3.664426  -2.782326  -1.745217
C  -3.234959  0.349533  -0.875520
C  -1.046348  -4.646549  -1.511298
O  10.819827  -0.219886  4.799077
O  -2.198452  -1.151323  -2.216939
H  -2.863628  -0.088526  0.326154
H  -1.473572  4.569358  -3.058495
H  0.699374  -4.618688  -2.776248
H  -4.401321  2.847808  -1.451775
H  -1.123382  5.053756  -1.396696
C  -0.626280  0.464693  -1.439052
N  9.784249  -0.662625  4.349277
C  0.999782  -5.739512  -0.969162
H  -2.571970  -4.897513  -0.012535
C  -0.284816  1.327385  -0.218001
H  -0.191817  -0.517247  -1.255985
H  -3.658805  2.439592  -4.208232
H  8.439787  0.729032  5.137743

Atoms 1-2, force components in eV/Å:
Br -0.03 -0.01 0.03
C 0.18 0.93 -0.12

## Properties
E_LUMO = -7.74 eV
net charge = +1
strongest force on any atom = 0.0267 Eh/bohr
E = -254566.339 eV
gap between HOMO and LUMO = 2.83 eV



Question: Which of these has the lowest E_LUMO?
Answer: C19H31Br3MgN3O7